[1]
151
Properties=species:S:1:pos:R:3:lowdin_charge:R:1 method="wB97M-V/def2-TZVPD" total_charge=+1 homo_lumo_gap_ha=0.2697 largest_force_ev_per_a=4.747 energy_ev=-108164.0582 molar_mass_g_mol=1142.2
C -3.288 -3.660 4.333 -0.123
C -3.130 -2.146 3.905 -0.284
C -4.076 -1.158 4.727 -0.214
C -3.979 0.247 4.014 -0.243
C -4.947 1.348 4.605 -0.204
C -4.479 2.846 4.356 -0.205
C -3.670 3.069 3.023 -0.227
C -3.083 4.555 2.926 -0.191
C -1.599 4.573 3.514 -0.199
C -0.494 4.462 2.371 -0.217
C -0.303 5.824 1.598 -0.196
C 0.840 5.760 0.478 -0.186
C 0.264 5.652 -0.999 -0.168
C 0.818 4.388 -1.809 -0.110
C 0.602 3.050 -1.020 -0.111
N 1.654 2.353 -0.365 0.192
C 1.036 1.253 0.187 -0.178
C 1.935 0.271 1.012 -0.152
N 1.554 0.235 2.465 0.024
N -0.307 1.144 -0.044 0.068
C -1.125 0.019 0.473 -0.088
C -2.438 -0.274 -0.347 -0.110
C -2.700 -1.817 -0.600 -0.185
C -3.713 -2.112 -1.657 -0.043
C -4.058 -3.479 -2.056 -0.054
C -3.364 -4.597 -1.358 -0.056
C -2.371 -4.312 -0.295 -0.056
C -2.029 -2.915 0.107 -0.045
C -0.648 2.306 -0.802 -0.173
N -1.972 2.652 -1.254 0.027
C -1.989 2.390 -2.754 -0.232
C -3.461 2.045 -3.270 -0.094
H -2.394 -4.236 3.961 0.063
H -3.390 -3.780 5.452 0.080
H -4.180 -4.083 3.782 0.078
H -2.048 -1.834 4.064 0.100
H -3.317 -2.020 2.801 0.086
H -3.733 -1.129 5.798 0.119
H -5.125 -1.570 4.682 0.121
H -2.907 0.599 4.146 0.109
H -4.245 0.097 2.932 0.105
H -5.089 1.191 5.713 0.111
H -5.968 1.159 4.146 0.116
H -5.430 3.464 4.317 0.117
H -3.906 3.221 5.256 0.116
H -4.373 2.905 2.158 0.113
H -2.793 2.381 2.882 0.077
H -3.076 4.949 1.871 0.096
H -3.749 5.212 3.553 0.109
H -1.483 3.650 4.163 0.106
H -1.451 5.486 4.159 0.114
H 0.491 4.219 2.879 0.113
H -0.743 3.621 1.662 0.092
H -1.279 6.104 1.117 0.100
H -0.022 6.634 2.337 0.120
H 1.372 6.759 0.547 0.111
H 1.608 4.975 0.714 0.098
H -0.850 5.503 -0.928 0.095
H 0.528 6.586 -1.580 0.122
H 0.175 4.296 -2.736 0.102
H 1.888 4.508 -2.123 0.112
H 2.647 2.575 -0.283 0.173
H 1.834 -0.784 0.648 0.126
H 2.994 0.665 0.941 0.117
H 0.938 1.027 2.682 0.071
H 1.043 -0.633 2.653 0.072
H -1.414 0.279 1.539 0.135
H -0.431 -0.866 0.564 0.108
H -2.475 0.209 -1.358 0.082
H -3.309 0.115 0.264 0.127
H -4.237 -1.260 -2.178 0.102
H -4.809 -3.626 -2.872 0.103
H -3.626 -5.630 -1.689 0.065
H -1.871 -5.194 0.192 0.095
H -1.277 -2.702 0.908 0.090
H -2.063 3.677 -1.197 0.111
H -1.410 1.424 -2.877 0.122
H -1.510 3.216 -3.340 0.097
H -3.333 1.315 -4.119 0.061
H -3.994 2.939 -3.685 0.079
H -4.066 1.489 -2.494 0.071
C 7.675 -1.752 2.145 0.083
C 7.817 -0.520 2.643 -0.227
C 6.637 0.288 3.074 -0.309
O 6.808 1.398 3.540 0.118
C 5.306 -0.301 2.911 0.068
C 5.167 -1.529 2.411 -0.250
C 6.347 -2.347 2.006 -0.318
O 6.171 -3.471 1.571 0.118
O 3.945 -2.091 2.251 0.048
O 9.031 0.049 2.779 0.110
H 8.521 -2.348 1.831 0.141
H 4.456 0.300 3.211 0.126
H 4.114 -2.979 1.875 0.125
H 8.865 0.933 3.160 0.120
C 3.822 2.902 -3.771 0.056
C 3.584 3.427 -4.977 -0.221
C 4.645 4.161 -5.732 -0.307
O 4.391 4.607 -6.834 0.133
C 5.955 4.315 -5.099 0.087
C 6.191 3.792 -3.890 -0.227
C 5.137 3.035 -3.149 -0.318
O 5.395 2.558 -2.057 0.092
O 7.389 3.924 -3.289 0.113
O 2.377 3.316 -5.561 0.094
H 3.062 2.367 -3.217 0.121
H 6.709 4.863 -5.647 0.143
H 7.306 3.462 -2.433 0.120
H 2.446 3.772 -6.424 0.118
C -2.326 -8.359 -1.871 0.075
C -3.220 -8.317 -2.862 -0.223
C -3.135 -9.242 -4.032 -0.313
O -3.982 -9.181 -4.903 0.118
C -2.020 -10.187 -4.079 0.080
C -1.122 -10.228 -3.090 -0.228
C -1.223 -9.321 -1.907 -0.311
O -0.397 -9.402 -1.018 0.116
O -0.086 -11.089 -3.114 0.109
O -4.244 -7.436 -2.852 0.076
H -2.379 -7.697 -1.018 0.124
H -1.959 -10.839 -4.940 0.139
H 0.412 -10.923 -2.291 0.120
H -4.745 -7.609 -3.673 0.124
C -3.702 2.474 -7.204 0.080
C -4.058 2.971 -8.394 -0.221
C -3.085 3.720 -9.251 -0.306
O -3.443 4.139 -10.333 0.132
C -1.729 3.919 -8.735 0.088
C -1.381 3.424 -7.546 -0.222
C -2.342 2.655 -6.706 -0.290
O -1.958 2.209 -5.635 0.064
O -0.142 3.592 -7.034 0.087
O -5.304 2.819 -8.873 0.119
H -4.393 1.929 -6.576 0.135
H -1.039 4.477 -9.353 0.141
H -0.173 3.135 -6.171 0.100
H -5.306 3.264 -9.744 0.125
C 4.099 -3.233 5.253 0.087
C 3.068 -3.858 5.828 -0.219
C 3.152 -4.380 7.225 -0.313
O 2.183 -4.926 7.717 0.118
C 4.414 -4.212 7.946 0.082
C 5.447 -3.589 7.369 -0.225
C 5.352 -3.044 5.982 -0.295
O 6.311 -2.467 5.497 0.112
O 6.620 -3.426 8.014 0.110
O 1.903 -4.045 5.173 0.098
H 4.051 -2.848 4.243 0.104
H 4.469 -4.609 8.950 0.140
H 7.198 -2.949 7.388 0.119
H 1.323 -4.517 5.803 0.118


[2]
144
Properties=species:S:1:pos:R:3:lowdin_charge:R:1 method="wB97M-V/def2-TZVPD" spin_multiplicity=2 total_charge=+1 homo_lumo_gap_ha="0.3240 / 0.2363" largest_force_ev_per_a=0.726 e_above_lowest_kj_mol=0.00 energy_ev=-163083.8755 molar_mass_g_mol=1376.2
Pb 0.237 -0.552 -0.017 1.417
C -3.765 7.184 -0.037 -0.076
C -3.975 5.881 -0.476 -0.076
C -3.452 4.813 0.244 -0.110
C -2.719 5.048 1.409 -0.266
C -2.513 6.359 1.846 -0.090
C -3.033 7.425 1.121 -0.074
Ge -1.903 3.562 2.305 1.045
C -0.919 3.830 3.928 -0.262
C -1.225 3.058 5.048 -0.091
C -0.475 3.187 6.213 -0.072
C 0.577 4.094 6.262 -0.080
C 0.882 4.875 5.150 -0.088
C 0.138 4.743 3.984 -0.112
C -3.011 2.002 2.316 -0.274
C -2.483 0.719 2.472 -0.101
C -3.333 -0.373 2.596 -0.071
C -4.713 -0.190 2.581 -0.062
C -5.244 1.084 2.428 -0.070
C -4.397 2.180 2.294 -0.098
H -4.179 8.016 -0.597 0.108
H -4.553 5.697 -1.375 0.106
H -3.617 3.796 -0.103 0.103
H -1.957 6.548 2.760 0.099
H -2.867 8.442 1.458 0.108
H -2.052 2.354 5.016 0.102
H -0.714 2.582 7.080 0.109
H 1.161 4.196 7.170 0.108
H 1.695 5.592 5.195 0.107
H 0.387 5.344 3.114 0.104
H -1.406 0.571 2.495 0.084
H -2.915 -1.367 2.698 0.073
H -5.378 -1.039 2.698 0.109
H -6.319 1.227 2.416 0.108
H -4.819 3.173 2.175 0.100
C -0.931 2.470 -4.373 -0.031
C 0.385 1.736 -4.261 -0.256
C 1.378 1.912 -5.238 0.033
C 2.627 1.287 -5.140 -0.239
C 3.684 1.494 -6.200 -0.033
C 2.901 0.505 -4.038 0.030
C 1.933 0.288 -3.008 -0.261
C 0.654 0.910 -3.200 -0.027
N 2.127 -0.403 -1.867 0.079
C 3.455 -0.939 -1.484 -0.421
C 3.313 -1.631 -0.119 -0.139
C 4.653 -2.186 0.378 -0.271
C 5.670 -1.050 0.512 -0.110
C 5.835 -0.368 -0.851 -0.277
C 6.325 -1.383 -1.894 -0.105
C 5.330 -2.548 -1.994 -0.274
C 5.180 -3.219 -0.623 -0.108
C 3.961 -2.032 -2.460 -0.068
C 4.484 0.206 -1.293 -0.070
H -0.759 3.524 -4.602 0.089
H -1.499 2.410 -3.443 0.067
H -1.545 2.061 -5.180 0.089
H 1.175 2.561 -6.089 0.130
H 3.264 1.954 -7.095 0.080
H 4.146 0.548 -6.487 0.086
H 4.477 2.149 -5.830 0.090
H 3.882 0.062 -3.982 0.097
H -0.117 0.783 -2.448 0.046
H 2.588 -2.449 -0.193 0.092
H 2.941 -0.909 0.617 0.076
H 4.495 -2.659 1.349 0.145
H 6.628 -1.447 0.859 0.125
H 5.329 -0.318 1.254 0.119
H 6.549 0.453 -0.771 0.142
H 7.311 -1.761 -1.611 0.124
H 6.431 -0.893 -2.870 0.122
H 5.691 -3.277 -2.720 0.142
H 6.145 -3.605 -0.283 0.125
H 4.490 -4.066 -0.695 0.124
H 3.235 -2.853 -2.446 0.113
H 4.023 -1.684 -3.489 0.103
H 4.605 0.799 -2.199 0.108
H 4.094 0.880 -0.518 0.126
Cl 2.698 -1.075 6.045 0.721
C 2.458 -0.048 4.684 -0.641
C 2.936 1.249 4.705 -0.078
C 2.731 2.050 3.597 -0.047
C 2.067 1.518 2.511 -0.146
N 1.601 0.264 2.483 -0.003
C 1.787 -0.514 3.559 -0.132
H 3.459 1.619 5.579 0.117
H 3.071 3.079 3.582 0.114
H 1.880 2.124 1.628 0.100
H 1.399 -1.531 3.534 0.097
C -2.311 -4.942 -1.334 -0.121
C -3.001 -3.658 -1.792 -0.537
C -4.045 -3.171 -0.785 -0.139
Sb -1.593 -2.045 -2.102 1.513
C -0.269 -2.736 -3.679 -0.547
C -0.982 -3.055 -4.994 -0.134
C 0.597 -3.903 -3.189 -0.146
C -2.873 -0.718 -3.250 -0.551
C -3.454 0.359 -2.321 -0.153
C -3.975 -1.446 -4.020 -0.138
H -3.060 -5.721 -1.150 0.087
H -1.760 -4.781 -0.407 0.054
H -1.609 -5.326 -2.073 0.055
H -3.456 -3.812 -2.771 0.077
H -3.577 -2.877 0.161 0.059
H -4.766 -3.973 -0.578 0.088
H -4.611 -2.314 -1.157 0.053
H 0.369 -1.861 -3.828 0.056
H -1.718 -3.858 -4.870 0.077
H -0.252 -3.395 -5.739 0.084
H -1.492 -2.182 -5.410 0.063
H 0.038 -4.842 -3.216 0.062
H 0.965 -3.761 -2.168 0.053
H 1.466 -4.031 -3.848 0.081
H -2.181 -0.254 -3.959 0.064
H -4.158 -0.081 -1.605 0.068
H -4.008 1.109 -2.902 0.084
H -2.686 0.879 -1.743 0.035
H -4.728 -1.858 -3.341 0.068
H -3.596 -2.262 -4.639 0.054
H -4.492 -0.742 -4.686 0.088
F -4.606 -3.940 4.229 0.102
C -3.282 -3.876 4.354 -0.201
C -2.482 -4.176 3.339 0.041
N -1.100 -4.115 3.438 0.008
C -0.279 -4.282 2.248 -0.027
C -0.298 -3.037 1.366 -0.683
O -1.179 -2.169 1.556 -0.125
O 0.636 -2.923 0.509 -0.195
C -0.481 -3.694 4.597 -0.455
O 0.723 -3.526 4.683 0.054
N -1.347 -3.450 5.644 0.228
C -2.749 -3.482 5.648 -0.386
O -3.388 -3.196 6.632 0.122
H -2.888 -4.484 2.385 0.149
H -0.644 -5.137 1.683 0.133
H 0.742 -4.480 2.546 0.135
H -0.912 -3.192 6.513 0.168
C 0.502 3.824 -0.960 0.043
C -0.318 2.974 -0.034 -0.614
O -0.865 1.922 -0.378 -0.128
O -0.392 3.427 1.193 -0.122
H -0.118 4.676 -1.259 0.104
H 0.801 3.268 -1.845 0.069
H 1.373 4.220 -0.437 0.094